Entry 1:
Entry from the Open Molecules 2025 dataset: C3H5NOS2 as an isolated structure in a non-equilibrium geometry (ωB97M-V/def2-TZVPD).

```
12
Properties=species:S:1:pos:R:3:forces:R:3:lowdin_charge:R:1
C 0.77256 -0.65367 -0.77996 3.389 -4.930 0.317 -0.874
C -0.69565 0.45415 0.66253 -0.786 0.588 -0.039 -0.131
C -0.56021 1.40893 -0.55181 2.829 -0.506 0.080 -0.313
N 0.13835 -0.69270 0.34284 -1.506 2.984 -1.742 -0.368
O 0.26251 -1.59269 1.24731 1.316 -2.276 1.401 -0.062
S 2.06684 -2.16260 -0.73372 -2.254 2.811 -0.674 0.449
S 0.34615 0.47419 -1.97021 -0.385 0.617 1.244 0.929
H -0.26808 0.85409 1.60757 -0.542 0.024 -0.602 0.140
H -1.79588 0.19923 0.80258 1.486 -0.080 0.002 0.149
H -1.47834 1.60616 -0.97021 -1.994 1.030 -0.639 0.029
H 0.11093 2.28466 -0.40382 -0.967 -0.528 0.191 0.089
H 1.10082 -2.17975 0.74689 -0.586 0.265 0.460 -0.036
```
Forces are in eV/Å.

Results
**Energy above the lowest of the compared OMol25 structures with the same formula, charge and spin**: 3.2709 eV
**Gap between HOMO and LUMO**: 8.7 eV

Entry 2:
Entry from the Open Molecules 2025 dataset: C8H18O7S3 as an isolated structure (ωB97M-V/def2-TZVPD).

```
36
Properties=species:S:1:pos:R:3:forces:R:3:lowdin_charge:R:1
O 4.08956 -4.22294 -2.21561 -0.003 0.020 -0.002 -0.205
S 3.26676 -3.39009 -1.42217 -0.006 -0.095 0.122 0.592
O 2.89313 -3.77322 -0.10278 0.040 0.037 -0.069 -0.220
O 3.88538 -1.92650 -1.39809 0.009 0.050 -0.035 -0.177
C 2.78494 -1.00657 -1.28215 0.047 0.034 0.129 -0.125
C 1.71800 -1.57068 -2.22497 -0.028 0.274 0.004 -0.303
C 0.30043 -1.23290 -1.81485 0.063 0.149 0.163 -0.147
C -0.13872 -1.81969 -0.46093 -0.064 0.046 0.054 -0.244
C -1.44685 -2.60373 -0.50940 0.015 0.109 0.101 -0.549
S -1.48757 -4.00907 -1.66897 -0.054 -0.086 -0.086 0.717
O 1.95092 -2.99832 -2.22525 -0.035 -0.090 -0.090 -0.184
H 3.13837 -0.02323 -1.58005 0.020 -0.063 -0.084 0.142
H 2.45766 -0.97021 -0.24092 -0.078 -0.066 -0.046 0.133
H 1.90907 -1.22280 -3.24256 0.031 -0.091 0.013 0.159
H -0.39030 -1.51801 -2.60991 0.050 -0.041 0.003 0.112
H 0.27827 -0.13851 -1.75889 -0.118 -0.034 -0.088 0.128
H 0.63431 -2.45359 -0.01784 0.022 -0.010 -0.158 0.101
H -0.29932 -0.98664 0.22904 0.016 -0.103 0.089 0.110
H -1.64080 -3.02464 0.47703 -0.033 0.093 -0.002 0.065
H -2.27143 -1.93169 -0.75261 0.011 -0.055 -0.052 0.069
H -0.29079 -3.82953 -2.23705 0.052 -0.004 0.065 -0.167
O -2.55108 1.50790 0.93662 0.026 -0.077 -0.034 -0.283
S -1.93459 2.79228 0.78472 -0.006 0.046 0.085 0.555
O -0.71412 2.88849 0.04229 0.018 -0.033 -0.051 -0.283
O -1.74284 3.44196 2.21791 0.009 0.039 -0.089 -0.264
C -1.11034 2.62957 3.24034 0.070 -0.141 0.201 -0.243
C 0.39168 2.55565 3.07528 -0.006 0.032 -0.101 -0.070
C -3.09481 3.95269 0.15691 -0.024 0.015 -0.002 -0.119
H -1.57117 1.64143 3.23512 -0.018 0.014 -0.055 0.113
H -1.37984 3.12399 4.17084 -0.026 0.053 -0.040 0.122
H 0.66860 2.00248 2.17920 -0.012 -0.009 0.004 0.068
H 0.82360 2.05231 3.94069 -0.012 0.003 0.015 0.083
H 0.81878 3.55539 3.00137 0.003 -0.001 0.035 0.086
H -4.00474 3.89064 0.74666 0.002 0.000 0.003 0.076
H -3.28514 3.67286 -0.87684 0.010 -0.013 0.001 0.078
H -2.65499 4.94491 0.20784 0.009 -0.003 -0.005 0.077
```
Forces are in eV/Å.

Results
**Gap between HOMO and LUMO**: 9.2 eV

Entry 3:
Entry from the Open Molecules 2025 dataset: C29H25ClNdPS as an isolated structure in a non-equilibrium geometry (ωB97M-V/def2-TZVPD).

```
58
Properties=species:S:1:pos:R:3:forces:R:3:lowdin_charge:R:1
C -3.58996 1.23914 0.04418 -0.266 -0.497 -0.023 -0.228
C -2.44073 0.76312 -0.65364 -0.552 -0.435 0.345 -0.175
C -2.51924 -0.65986 -0.70676 -0.495 0.349 0.199 -0.195
H -1.67593 1.36710 -1.16260 -0.368 -0.294 0.596 0.102
C -3.72746 -1.06785 -0.05017 0.190 0.364 -0.179 -0.262
C -4.39694 0.11093 0.42818 0.032 0.016 -0.649 -0.289
H -5.39472 0.13812 0.90759 0.802 0.036 -0.354 0.105
H -3.86674 2.28425 0.18428 0.193 -0.354 0.068 0.100
H -1.80463 -1.27654 -1.26339 -0.349 0.077 0.561 0.091
H -4.08059 -2.09661 0.05963 0.130 0.401 -0.075 0.100
Nd -2.45641 -0.18942 2.12156 1.777 0.178 -2.320 1.451
Cl -0.98475 -2.34590 2.43305 -0.360 0.345 0.081 -0.267
P 1.47809 -0.42760 -0.87419 -1.524 0.028 0.959 1.070
C 1.29916 -1.95065 -1.85487 0.019 -0.403 -0.758 -0.384
C 1.72297 -2.06422 -3.20137 -0.124 -0.355 0.546 -0.092
H 2.19654 -1.20845 -3.70869 -0.208 -0.522 0.334 0.106
C 1.53296 -3.27744 -3.87883 -0.129 0.243 0.208 -0.091
H 1.86728 -3.37093 -4.91159 -0.078 -0.021 0.229 0.100
C 0.90782 -4.35366 -3.24401 -0.016 0.111 0.133 -0.095
H 0.76185 -5.29281 -3.77393 0.069 0.193 0.043 0.099
C 0.43936 -4.23400 -1.93118 0.121 0.432 0.078 -0.086
H -0.06528 -5.05977 -1.43096 0.103 0.129 -0.228 0.104
C 0.60557 -3.03306 -1.23970 0.513 0.628 -0.278 -0.105
H 0.21150 -2.89382 -0.21901 0.251 -0.173 -0.531 0.061
C 1.78573 0.98137 -1.97139 0.143 0.603 -0.257 -0.373
C 0.86742 1.22112 -3.03129 0.716 0.171 0.297 -0.123
H 0.06298 0.50696 -3.23656 0.350 0.176 0.055 0.104
C 0.99314 2.37403 -3.80992 0.271 0.011 0.265 -0.093
H 0.30107 2.54220 -4.64304 0.311 -0.022 0.356 0.104
C 1.99619 3.31413 -3.51380 -0.109 -0.093 0.186 -0.097
H 2.07882 4.22287 -4.11725 0.012 -0.353 0.202 0.099
C 2.84836 3.12549 -2.41382 -0.375 -0.028 -0.189 -0.091
H 3.59195 3.88781 -2.15836 -0.297 -0.301 -0.129 0.104
C 2.73409 1.97687 -1.62671 -0.361 -0.440 -0.551 -0.086
H 3.37436 1.83997 -0.74960 -0.174 -0.012 -0.384 0.101
C 2.88010 -0.66959 0.25290 0.605 -0.334 0.092 -0.383
C 3.98559 -1.48784 -0.07344 -0.131 0.540 0.370 -0.077
H 4.01970 -2.00786 -1.04213 0.013 0.325 0.491 0.108
C 5.03092 -1.61537 0.84702 -0.156 -0.056 0.063 -0.091
H 5.89812 -2.22767 0.59576 -0.221 0.151 0.082 0.101
C 4.96825 -0.97912 2.09342 -0.301 0.100 -0.081 -0.089
H 5.78880 -1.09179 2.81002 -0.313 0.044 -0.319 0.102
C 3.84137 -0.21833 2.44141 0.129 -0.126 -0.262 -0.084
H 3.78395 0.26726 3.41665 0.018 -0.190 -0.243 0.103
C 2.78801 -0.07530 1.53495 0.241 -0.221 -0.557 -0.101
H 1.88032 0.48426 1.79832 0.448 -0.194 -0.097 0.079
S -0.81711 2.29235 2.34236 0.372 -0.349 -0.200 0.555
C -2.21317 2.28054 3.33135 0.120 0.031 0.274 -0.857
C -2.36101 1.18680 4.23719 -1.525 -0.430 -0.550 -0.290
C -3.67680 0.64725 4.38232 -0.011 0.855 1.602 -0.215
C -4.78242 1.47280 4.10819 0.085 -0.677 0.202 -0.098
C -4.58960 2.70850 3.48221 0.180 0.683 0.286 -0.084
C -3.33346 3.11717 3.05758 -0.335 -0.544 0.302 -0.109
H -1.48015 0.56389 4.45780 -0.252 0.368 0.080 0.093
H -3.83644 -0.35751 4.81723 0.125 0.701 0.102 0.116
H -5.78011 1.21026 4.48646 0.474 -0.154 -0.559 0.116
H -5.44148 3.37736 3.35701 0.155 -0.243 -0.141 0.114
H -3.20724 4.02900 2.46358 0.060 -0.469 0.223 0.119
```
Forces are in eV/Å.

Results
**Multiplicity**: 4
**Gap between HOMO and LUMO (alpha / beta)**: 6.7 / 6.8 eV

Entry 4:
Entry from the Open Molecules 2025 dataset: one molecule with the formula C6H7N in a non-equilibrium geometry (ωB97M-V/def2-TZVPD).

```
14
Properties=species:S:1:pos:R:3:forces:R:3:lowdin_charge:R:1
N -0.79545 3.15292 -0.27295 0.274 -1.050 0.329 0.146
C -0.49709 2.08392 0.05568 -0.205 0.852 -0.302 -0.197
C -0.09245 0.72919 0.43771 0.007 -0.140 0.044 -0.311
C 1.27833 0.29037 -0.15739 -0.032 -0.072 0.137 -0.199
C 1.30599 -1.18937 -0.34331 -0.198 0.353 -0.242 0.055
C -0.08816 -1.58697 -0.12568 0.259 0.077 -0.013 -0.244
C -1.04033 -0.38391 -0.05440 0.021 0.026 0.003 -0.146
H -0.02820 0.69422 1.53344 -0.011 0.031 -0.167 0.149
H 1.33981 0.60804 -1.21429 -0.005 -0.043 0.001 0.142
H 2.15530 0.72050 0.32912 -0.068 -0.034 -0.038 0.113
H 0.22024 -1.94774 0.88653 -0.242 0.052 0.297 0.146
H -0.43569 -2.48850 -0.61926 -0.026 -0.052 -0.119 0.107
H -1.42004 -0.14792 -1.05569 0.087 -0.036 0.142 0.123
H -1.90227 -0.53474 0.60050 0.139 0.037 -0.071 0.115
```
Forces are in eV/Å.

Results
**Energy above the lowest of the compared OMol25 structures with the same formula, charge and spin**: 3.6871 eV
**Gap between HOMO and LUMO**: 9.2 eV

Entry 5:
Entry from the Open Molecules 2025 dataset: an isolated ion of composition C4H6NO and charge +1 in a non-equilibrium geometry (ωB97M-V/def2-TZVPD).

```
12
Properties=species:S:1:pos:R:3:forces:R:3:lowdin_charge:R:1
O 2.43899 0.25343 -0.22358 -0.324 0.205 0.496 0.202
C 1.29575 0.04392 -0.00795 0.041 -0.222 -2.247 -0.355
C 0.43100 -1.24170 -0.12097 -0.247 1.001 2.255 0.062
C -0.77563 -0.21233 0.41842 0.957 -3.612 0.657 -0.138
N -1.00797 0.78458 -0.58837 1.297 1.414 0.406 0.206
C 0.13481 0.93991 0.50630 -0.240 -1.015 0.440 0.024
H 0.34871 -1.91810 -0.98236 -0.203 0.747 -0.038 0.126
H 0.93465 -1.86383 0.68688 -1.276 0.507 -0.452 0.156
H -1.64796 -0.39660 1.08717 0.876 -0.060 -0.753 0.182
H -1.94875 1.15775 -0.62941 0.098 0.826 0.490 0.190
H -0.53313 0.83636 -1.46804 -0.040 -0.722 -0.933 0.175
H 0.32953 1.61660 1.32192 -0.937 0.932 -0.323 0.168
```
Forces are in eV/Å.

Results
**Net charge**: +1
**Energy above the lowest of the compared OMol25 structures with the same formula, charge and spin**: 2.4821 eV
**SMILES**: O=C1C[C@@H]2[NH2+][C@H]12
**Gap between HOMO and LUMO**: 10.4 eV

Entry 6:
Entry from the Open Molecules 2025 dataset: C22H66O20V as an isolated structure in a non-equilibrium geometry (ωB97M-V/def2-TZVPD).

```
109
Properties=species:S:1:pos:R:3:forces:R:3:lowdin_charge:R:1
V -3.44162 -2.99135 0.04406 1.392 1.595 -1.506 1.180
C 0.28885 -1.11409 0.48605 0.658 1.257 -0.561 0.063
C 1.46807 -0.33535 0.61904 0.210 0.532 0.665 -0.265
C 1.31282 1.24097 0.76581 -0.669 -1.379 -0.388 -0.215
O 2.23806 1.97849 1.03817 -0.234 -0.354 -0.326 0.079
C -0.04956 1.73650 0.55813 2.030 0.893 0.052 0.157
C -1.16974 0.92816 0.39604 -2.328 0.105 -0.003 -0.281
C -0.98188 -0.57271 0.32863 -0.152 -1.797 0.124 -0.285
O -1.95094 -1.36761 0.16090 -1.287 0.327 0.094 -0.065
O -2.28305 1.49759 0.35918 0.810 -1.200 -0.204 0.073
O 2.59476 -0.84997 0.69523 -0.612 0.896 -0.099 0.001
H 0.45183 -2.17051 0.33815 -0.255 -0.097 0.225 0.105
H -0.19409 2.80899 0.53524 0.002 0.059 0.058 0.141
C 4.04841 0.78493 -1.74637 -0.236 -0.657 0.211 -0.151
O 4.73751 0.39374 -0.57135 -0.070 0.196 -0.056 -0.132
H 3.46113 -0.06788 -2.11006 -0.043 0.056 -0.279 0.068
H 3.34650 1.60571 -1.56393 0.146 0.220 -0.087 0.062
H 4.76773 1.05658 -2.51507 0.002 0.136 0.093 0.091
H 4.06029 0.03643 0.02579 0.347 0.108 0.007 0.016
C 4.94634 0.86567 2.91031 -0.212 0.200 -1.031 -0.138
O 3.62830 1.18897 3.30718 -0.406 -0.277 0.811 -0.124
H 4.91568 0.05546 2.17809 0.223 0.003 -0.071 0.045
H 5.37330 1.74943 2.42894 0.443 -0.180 0.078 0.084
H 5.56845 0.52891 3.73656 -0.294 0.247 0.279 0.087
H 3.12746 1.45732 2.52624 0.573 -0.084 0.202 0.016
C -4.86244 -0.32108 1.56178 0.607 0.700 0.620 -0.089
O -5.00272 -1.65577 1.04734 -0.007 -0.444 0.311 -0.180
H -5.40759 -0.18959 2.49611 -0.106 -0.162 -0.097 0.103
H -3.81185 -0.15116 1.78365 -0.055 -0.137 -0.153 0.073
H -5.18501 0.43433 0.84565 -0.051 -0.200 -0.116 0.085
H -5.95295 -1.81021 1.01163 0.101 -0.354 -0.165 0.112
C -1.29813 6.08913 -0.64718 -0.382 -0.099 -0.322 -0.151
O -2.27184 6.59984 -1.55999 0.149 -0.326 -0.017 -0.130
H -1.05994 6.85190 0.09297 0.293 -0.182 0.104 0.084
H -1.73755 5.21751 -0.15857 -0.180 0.157 0.176 0.059
H -0.41449 5.71339 -1.16767 0.204 0.294 0.049 0.077
H -1.81962 7.19084 -2.16840 -0.062 0.071 0.019 0.078
C -4.54076 -0.52109 -1.98087 -0.532 0.703 0.241 -0.065
O -4.66797 -1.90428 -1.58491 0.124 -0.131 0.178 -0.187
H -4.39037 -0.47962 -3.05644 0.196 0.174 0.071 0.098
H -5.45040 0.01229 -1.69284 -0.190 -0.140 -0.265 0.092
H -3.75604 0.00808 -1.44484 0.404 -0.614 -0.059 0.071
H -5.17064 -2.31365 -2.29449 0.047 -0.252 0.128 0.098
C -4.98171 3.49822 1.79028 0.083 -0.230 -0.506 -0.138
O -4.23900 2.47965 2.45510 -0.324 -0.095 -0.129 -0.136
H -5.34287 3.15567 0.81284 0.126 -0.065 -0.085 0.072
H -5.88912 3.73712 2.33987 0.329 0.187 0.384 0.083
H -4.32538 4.35314 1.61835 -0.383 0.310 0.146 0.079
H -3.58335 2.20356 1.80697 0.221 -0.079 0.134 0.015
C -0.58256 -4.51208 1.12844 1.723 0.576 1.302 -0.094
O -1.86914 -4.60066 0.52368 -0.171 -0.092 0.375 -0.163
H 0.25043 -4.28668 0.45731 -0.484 -0.098 -0.628 0.081
H -0.52937 -3.72244 1.88013 -0.577 0.049 -0.044 0.083
H -0.26720 -5.41118 1.66128 -0.563 -0.248 -0.129 0.105
H -1.85375 -5.44497 0.06008 -0.418 0.153 -0.227 0.113
C 4.26252 4.03717 0.22031 -0.577 -0.720 -0.152 -0.134
O 3.08920 4.47337 -0.48686 0.391 0.389 0.046 -0.128
H 5.13721 4.62887 -0.03365 -0.239 0.224 -0.172 0.087
H 4.09228 4.06114 1.29888 0.113 0.131 0.045 0.078
H 4.42453 2.99990 -0.08050 0.527 0.005 0.240 0.051
H 2.46333 3.75500 -0.38274 -0.118 0.059 0.018 0.024
C 1.09778 -1.06764 3.99362 -0.247 -0.437 0.717 -0.128
O 0.58639 -2.40683 4.08399 -0.132 0.264 -0.459 -0.127
H 2.18061 -1.05969 3.88135 -0.004 0.181 -0.173 0.067
H 0.60272 -0.57180 3.16168 0.083 -0.148 -0.153 0.054
H 0.81738 -0.51462 4.89243 0.183 0.126 0.039 0.086
H 1.10151 -2.88837 4.73611 0.069 0.040 -0.006 0.079
C -2.80203 -3.96589 -3.06720 -0.099 0.117 -0.773 -0.089
O -2.40233 -3.45644 -1.80061 -0.268 -0.363 -0.187 -0.233
H -2.64188 -5.04237 -3.15834 -0.098 -0.038 0.224 0.094
H -3.84246 -3.73700 -3.29268 -0.032 -0.048 0.279 0.079
H -2.21536 -3.48326 -3.85124 0.012 0.072 0.065 0.103
H -1.41519 -3.44645 -1.87994 0.330 0.204 0.610 0.054
C 3.93368 -3.23060 -1.38833 0.307 0.328 -0.590 -0.091
O 2.59306 -2.77750 -1.24189 -0.780 0.049 0.167 -0.158
H 4.49950 -2.48864 -1.95664 0.109 -0.018 0.057 0.085
H 4.45293 -3.42746 -0.45320 -0.319 -0.007 0.199 0.076
H 3.89951 -4.14049 -1.98558 -0.035 -0.045 0.111 0.084
H 2.51006 -2.01934 -0.63339 0.754 -0.443 -0.115 0.033
C -2.22917 3.33506 -3.42484 -1.114 0.074 -0.753 -0.098
O -1.89475 2.29657 -2.49864 0.186 0.403 -0.086 -0.139
H -1.40550 3.71348 -4.02840 0.453 0.026 0.616 0.089
H -2.92345 2.95522 -4.17938 0.010 -0.455 0.147 0.084
H -2.80118 4.13429 -2.95481 0.460 0.199 0.230 0.081
H -1.99871 2.62341 -1.60219 -0.097 0.060 0.054 0.056
C -0.32851 -0.37190 -3.45497 -0.190 0.570 -0.028 -0.136
O -1.72126 -0.14351 -3.58278 -0.204 -0.421 0.177 -0.144
H -0.14217 -1.43754 -3.56818 0.155 0.067 -0.058 0.063
H 0.21412 0.22601 -4.19214 0.165 -0.284 -0.158 0.086
H 0.03628 -0.03362 -2.47907 0.042 -0.219 0.139 0.066
H -1.91698 0.68502 -3.11563 0.063 0.011 -0.182 0.011
C 4.52560 -2.75952 2.42417 -0.494 -0.134 0.596 -0.144
O 3.33049 -3.29960 1.85574 -0.019 0.198 0.275 -0.142
H 4.34816 -2.08414 3.26787 -0.389 0.321 -0.233 0.067
H 5.04844 -3.57301 2.92550 0.295 -0.193 -0.635 0.084
H 5.11107 -2.22688 1.67573 0.311 -0.198 0.020 0.074
H 2.78085 -2.55436 1.56444 0.380 -0.240 0.136 0.027
C 0.69192 -4.55877 -3.13129 0.794 0.621 -0.476 -0.101
O 0.21255 -3.58961 -2.20518 -0.954 -0.411 0.206 -0.176
H -0.09662 -5.10094 -3.64965 -0.311 0.118 0.395 0.077
H 1.22893 -3.99130 -3.89663 0.202 -0.392 -0.145 0.095
H 1.37260 -5.26386 -2.65265 -0.057 -0.047 -0.001 0.089
H 0.99802 -3.16103 -1.81094 0.289 -0.084 -0.037 0.044
C -0.14933 3.20788 3.46299 -0.268 -0.252 -0.421 -0.153
O 1.11164 3.69371 3.06534 0.016 0.049 -0.028 -0.096
H -0.87194 3.23355 2.63780 -0.126 0.074 -0.057 0.056
H -0.12192 2.17151 3.81823 0.133 0.015 0.201 0.078
H -0.56924 3.84347 4.23940 0.268 0.014 0.098 0.091
H 1.48375 3.13468 2.36635 -0.093 0.361 0.395 0.024
```
Forces are in eV/Å.

Results
**Net charge**: +1
**Energy above the lowest of the compared OMol25 structures with the same formula, charge and spin**: 0.0000 eV
**Multiplicity**: 5
**Gap between HOMO and LUMO (alpha / beta)**: 7.0 / 5.4 eV

Question: Number 4 is which compound?
Answer: C6H7N